[1]
Below is the molecule C4H7NO, with properties calculated with ωB97M-V/def2-TZVPD.

The value obtained for the total energy is -7798.446 eV. The HOMO energy comes out at -10.05 eV. The net charge is 0. The value obtained for the frontier orbital gap is 0.40414 hartree. The spin multiplicity is 1. The SMILES is [H]/N=C1/CCCO1.

CARTESIAN COORDINATES (ANGSTROEM)
N (2.33498, -0.09997, -0.01104)
C (1.13656, 0.01509, 0.36103)
C (0.05617, -0.96826, 0.73245)
C (-0.96448, -0.51065, -0.32432)
C (-0.74493, 1.01557, -0.38304)
O (0.51522, 1.24136, 0.24027)
H (2.50344, 0.84152, -0.39008)
H (0.30818, -2.02885, 0.66451)
H (-0.29500, -0.75374, 1.74917)
H (-2.00081, -0.77052, -0.10652)
H (-0.67519, -0.96080, -1.28092)
H (-1.49115, 1.59560, 0.16305)
H (-0.68299, 1.38365, -1.41456)

***

[2]
Below is the molecule C3H6N2O at a distorted geometry, with properties calculated with ωB97M-V/def2-TZVPD.

The value obtained for the total energy is -8235.061 eV. The HOMO energy comes out at -9.31 eV. The net charge is 0. The value obtained for the frontier orbital gap is 0.37228 hartree. The spin multiplicity is 1. The SMILES is [H]/N=C\O/C(C)=N/[H].

CARTESIAN COORDINATES (ANGSTROEM)
C (-1.75471, -0.37956, -0.03209)
N (2.47033, 0.36724, -0.12362)
C (-0.35908, 0.17337, 0.07829)
C (1.85044, -0.70093, 0.00210)
N (-0.02852, 1.37970, 0.19128)
O (0.52895, -0.88732, 0.26117)
H (1.99999, 1.23216, -0.37447)
H (-0.78485, 2.04923, 0.11188)
H (2.37028, -1.65475, 0.03888)
H (-2.00670, -0.91106, 0.88416)
H (-2.47731, 0.41892, -0.18110)
H (-1.80882, -1.08702, -0.85648)

***

[3]
Below is a cluster of 2 separate species, C3H5ClS2 in total at a distorted geometry, with properties calculated with ωB97M-V/def2-TZVPD.

The value obtained for the total energy is -37380.427 eV. The HOMO energy (alpha / beta) comes out at -8.39 / -8.39 eV. The net charge is 0. The value obtained for the frontier orbital gap (alpha / beta) is 0.18717 / 0.18782 hartree. The spin multiplicity is 1.

CARTESIAN COORDINATES (ANGSTROEM)
C (-0.83392, 0.71896, 0.35878)
C (-1.64138, -0.53069, 0.20289)
C (-0.14005, -0.63989, -0.05595)
S (0.59611, -0.93428, -1.58537)
S (2.71854, 1.53879, -0.79248)
Cl (4.00907, 0.08296, -0.39199)
H (-0.64506, 1.47971, -0.44200)
H (-0.53897, 1.04262, 1.35210)
H (-1.77783, -0.83889, 1.23580)
H (-2.32534, -0.82082, -0.63428)
H (0.57883, -1.09847, 0.75250)

***

[4]
Below is the molecule C3H4N4O at a distorted geometry, with properties calculated with ωB97M-V/def2-TZVPD.

The value obtained for the total energy is -11179.677 eV. The HOMO energy comes out at -8.51 eV. The net charge is 0. The value obtained for the frontier orbital gap is 0.30256 hartree. The spin multiplicity is 1. The SMILES is O/N=c1/nncc[nH]1.

CARTESIAN COORDINATES (ANGSTROEM)
C (0.63879, -0.67436, 0.02112)
C (-2.07901, -0.04492, -0.12737)
C (-1.15384, 0.95205, -0.03025)
H (3.56363, -0.32537, 0.08485)
H (-3.15638, 0.00040, 0.07929)
H (-1.54597, 1.99590, -0.00636)
H (0.96781, 1.23343, 0.22615)
N (1.85772, -1.04588, -0.04461)
N (-0.35207, -1.56596, 0.02479)
N (-1.59432, -1.33478, -0.09031)
N (0.17513, 0.63017, -0.00822)
O (2.67850, 0.17931, -0.12908)

***

[5]
Below is a structure of composition C20H25N2OOs at a distorted geometry, with properties calculated with ωB97M-V/def2-TZVPD.

The value obtained for the total energy is -28627.056 eV. The HOMO energy (alpha / beta) comes out at -8.45 / -11.89 eV. The net charge is +1. The value obtained for the frontier orbital gap (alpha / beta) is 0.22185 / 0.21105 hartree. Its expectation value of S² is 6.040. The spin multiplicity is 5.

CARTESIAN COORDINATES (ANGSTROEM)
C (0.09552, 0.45209, -3.83661)
C (0.62693, 1.84853, -3.98290)
C (0.85546, -0.55109, -4.66911)
C (-1.35956, 0.44950, -4.20805)
H (0.69626, -0.36657, -5.74540)
H (0.52470, -1.57651, -4.47170)
H (1.93347, -0.50563, -4.49412)
H (0.40922, 2.26670, -4.97717)
H (1.70899, 1.89576, -3.84758)
H (0.15012, 2.50907, -3.24927)
H (-1.48733, 0.77289, -5.25279)
H (-1.92449, 1.14962, -3.58607)
H (-1.81428, -0.53940, -4.12795)
C (1.94821, -0.19562, 0.27444)
C (2.47132, -0.84452, -0.88263)
C (2.54044, 0.12678, -1.91456)
H (2.73446, -1.89272, -0.97412)
C (2.06600, 1.36915, -1.38185)
C (1.68038, 1.15861, -0.03894)
H (1.26696, 1.89879, 0.63848)
H (1.82194, -0.61933, 1.26078)
H (2.90649, -0.06344, -2.91948)
H (2.00055, 2.32443, -1.89083)
C (-1.31321, -0.56061, -0.04123)
C (-0.29664, -1.49859, 0.25992)
C (-0.01609, -2.26615, -0.90682)
H (0.14540, -1.61423, 1.24249)
C (-0.87919, -1.80684, -1.93488)
C (-1.68625, -0.75081, -1.39318)
H (-2.45062, -0.17196, -1.90080)
H (-1.72138, 0.17072, 0.64959)
H (0.74997, -3.02928, -1.00461)
H (-0.89742, -2.19367, -2.95091)
Os (0.46165, -0.21089, -1.25067)
N (-2.75065, -0.46060, 6.64947)
C (-2.56220, -0.59530, 5.30074)
O (-3.39411, -1.11406, 4.56281)
C (-1.28771, -0.01725, 4.77095)
C (-0.38734, 0.77153, 5.50840)
C (0.75833, 1.25511, 4.87777)
C (0.97425, 0.93834, 3.52486)
N (0.13637, 0.16508, 2.82992)
C (-0.98390, -0.26265, 3.41234)
H (-3.55541, -0.91951, 7.04180)
H (-1.98422, -0.26180, 7.27258)
H (-0.57909, 1.01556, 6.55500)
H (1.49738, 1.86782, 5.39179)
H (1.85324, 1.32095, 3.00627)
H (-1.68288, -0.83800, 2.80380)

***

[6]
Below is a structure of composition C22H25B2Be2ClF4LiN2O14PS at a distorted geometry, with properties calculated with ωB97M-V/def2-TZVPD.

The value obtained for the total energy is -100731.934 eV. The HOMO energy comes out at -8.30 eV. The net charge is 0. The value obtained for the frontier orbital gap is 0.06316 hartree. The spin multiplicity is 1.

CARTESIAN COORDINATES (ANGSTROEM)
C (6.49324, -2.61205, 3.50452)
C (5.70464, -1.94812, 2.84074)
C (4.67257, -0.96939, 2.14567)
O (3.60598, -1.80309, 1.65243)
C (2.44412, -1.02807, 1.35488)
O (1.88530, -0.45487, 2.28087)
N (2.02227, -1.05035, -0.03646)
C (1.10727, -2.18965, -0.35711)
C (0.57362, -2.94814, 0.94838)
C (1.25845, -4.13290, 1.58276)
C (0.62541, -4.70702, 2.85852)
C (-0.61912, -4.15867, 3.50876)
C (-1.32343, -2.99974, 2.87242)
C (-2.64456, -2.29124, 3.41189)
C (-0.68186, -2.40174, 1.57095)
P (1.40947, 0.50533, -0.59634)
C (-0.35265, 0.85045, -0.03902)
C (-0.78581, 2.39079, -0.29190)
C (2.55891, 1.91791, -0.14638)
C (2.37566, 2.49667, 1.34574)
H (7.27362, -2.99868, 4.21772)
H (5.22531, -0.39257, 1.34553)
H (4.32578, -0.24104, 2.93925)
H (1.73236, -2.95739, -0.92935)
H (0.23623, -1.90381, -1.01974)
H (2.21562, -4.56032, 1.15098)
H (1.13893, -5.59948, 3.33230)
H (-1.03670, -4.60151, 4.46809)
H (-3.37332, -2.16702, 2.53352)
H (-2.34918, -1.25490, 3.74538)
H (-3.14106, -2.91401, 4.20999)
H (-1.18407, -1.50505, 1.09487)
H (-1.08091, 0.23541, -0.66532)
H (-0.46279, 0.68317, 1.07725)
H (-1.84883, 2.58195, 0.07629)
H (-0.65000, 2.70505, -1.37483)
H (-0.13868, 3.10896, 0.31728)
H (3.62520, 1.53615, -0.22188)
H (2.38469, 2.74898, -0.90972)
H (3.06842, 1.86577, 2.01678)
H (1.30994, 2.27326, 1.71858)
H (2.54598, 3.60692, 1.44829)
B (-0.74039, 5.70755, -2.60917)
F (-0.69850, 5.88739, -4.01840)
F (0.28478, 4.77716, -2.21881)
F (-0.51171, 6.95788, -1.94959)
F (-2.01431, 5.19909, -2.23251)
C (0.95792, 10.24669, -0.73911)
C (0.56994, 9.10193, 0.12576)
N (0.25767, 8.19711, 0.81956)
H (0.17438, 11.00524, -0.72114)
H (1.88849, 10.68587, -0.37706)
H (1.09848, 9.90255, -1.76516)
Be (1.91645, 2.45615, 3.62745)
B (-1.88421, -4.06562, -4.16051)
O (-2.34195, -3.21551, -5.27337)
C (-2.35447, -1.95630, -4.83327)
O (-2.67897, -1.00632, -5.49217)
C (-1.90872, -1.92674, -3.42185)
O (-1.80454, -0.94633, -2.72356)
O (-1.63030, -3.16230, -3.01906)
O (-2.90024, -5.07667, -3.81466)
C (-2.33550, -6.27581, -3.96542)
O (-2.89417, -7.32173, -3.76412)
C (-0.93435, -6.10541, -4.41200)
O (-0.14963, -6.98788, -4.63908)
O (-0.66244, -4.80453, -4.52775)
Be (2.22441, 7.09639, 0.83059)
O (-5.04619, -0.45714, 0.46174)
S (-5.77814, -1.71342, 0.25233)
O (-4.95174, -2.63179, -0.54292)
O (-7.03009, -1.42868, -0.45485)
O (-6.07868, -2.33209, 1.54919)
Li (-2.69523, -3.71579, 1.32286)
Cl (0.50592, 5.19317, 1.70348)

***

[7]
Below is a structure of composition C11H19NO6S4V at a distorted geometry, with properties calculated with ωB97M-V/def2-TZVPD.

The value obtained for the total energy is -94513.245 eV. The HOMO energy (alpha / beta) comes out at -9.71 / -9.71 eV. The net charge is +1. The value obtained for the frontier orbital gap (alpha / beta) is 0.23996 / 0.23653 hartree. Its expectation value of S² is 2.040. The spin multiplicity is 3.

CARTESIAN COORDINATES (ANGSTROEM)
V (0.06261, -0.21293, 0.60849)
C (-1.85842, -2.10426, -1.28634)
O (-1.71104, -1.57042, 0.01867)
C (-1.59317, -2.54194, 1.03743)
C (-0.14750, -3.04755, 1.14300)
O (0.72345, -1.92576, 1.05663)
C (2.04794, -2.23235, 0.65784)
C (2.14128, -2.16085, -0.87876)
O (1.45716, -1.00417, -1.33225)
C (2.29220, 0.01423, -1.87054)
H (-2.76026, -2.72436, -1.33809)
H (-1.97101, -1.25467, -1.95769)
H (-0.98763, -2.69195, -1.59508)
H (-1.88982, -2.04622, 1.96794)
H (-2.26606, -3.38961, 0.85994)
H (0.00964, -3.55046, 2.10607)
H (0.05756, -3.75629, 0.33078)
H (2.67960, -1.45229, 1.09969)
H (2.35643, -3.21648, 1.02988)
H (3.19223, -2.15559, -1.18350)
H (1.64736, -3.03150, -1.33228)
H (3.05368, 0.35077, -1.15841)
H (2.77513, -0.33386, -2.79143)
H (1.63433, 0.84919, -2.10238)
O (0.45234, 4.82203, 4.99116)
C (0.45669, 3.85785, 4.30089)
S (1.80655, 3.41213, 3.22226)
C (1.06078, 1.97728, 2.55533)
C (-0.17267, 1.64375, 3.03808)
S (-0.97027, 0.20014, 2.56914)
S (-0.88219, 2.68608, 4.24243)
S (1.86842, 1.01045, 1.39398)
N (-1.73975, 3.42123, -2.71951)
C (-1.39768, 2.04700, -2.40903)
C (-1.17503, 1.96009, -0.90411)
O (-1.65818, 2.96618, -0.19382)
O (-0.56526, 1.04195, -0.36715)
H (-2.30493, 3.50202, -3.55733)
H (-0.91148, 3.99435, -2.83825)
H (-2.05978, 3.60687, -0.83159)
H (-0.50942, 1.64236, -2.92301)
H (-2.24383, 1.39753, -2.65908)

***

[8]
Below is a structure of composition C34H38As2MnN2O6S4 at a distorted geometry, with properties calculated with ωB97M-V/def2-TZVPD.

The value obtained for the total energy is -247465.071 eV. The HOMO energy (alpha / beta) comes out at -13.36 / -13.36 eV. The net charge is +2. The value obtained for the frontier orbital gap (alpha / beta) is 0.20415 / 0.26234 hartree. Its expectation value of S² is 4.219. The spin multiplicity is 4.

CARTESIAN COORDINATES (ANGSTROEM)
Mn (-0.52670, -0.75118, 1.55189)
C (2.39074, 1.31455, 3.15531)
As (1.11939, -0.12265, 3.28473)
C (2.13388, -1.65557, 3.83716)
C (0.09685, 0.43371, 4.82619)
C (0.73081, 0.62352, 6.05158)
C (-0.00131, 1.06780, 7.14199)
C (-1.35935, 1.33278, 7.01547)
C (-1.99678, 1.14372, 5.79953)
C (-1.26202, 0.68898, 4.70698)
As (-2.13027, 0.32858, 3.04057)
C (-3.56955, -0.86468, 3.45183)
C (-2.95606, 1.95527, 2.44758)
H (2.69682, 1.52240, 4.18053)
H (1.92063, 2.19446, 2.72298)
H (3.24118, 1.01201, 2.55189)
H (2.74619, -1.33570, 4.68062)
H (2.76482, -1.97754, 3.01060)
H (1.47186, -2.46770, 4.12741)
H (1.78976, 0.42869, 6.17159)
H (0.48960, 1.20876, 8.09528)
H (-1.92393, 1.68090, 7.86959)
H (-3.05686, 1.35184, 5.71835)
H (-4.13382, -0.39080, 4.25609)
H (-3.16945, -1.82083, 3.77518)
H (-4.18935, -0.99476, 2.56852)
H (-3.72942, 2.17844, 3.18410)
H (-3.40717, 1.79776, 1.46959)
H (-2.23215, 2.76448, 2.40838)
O (-0.61689, -1.14644, -0.83696)
S (-2.00088, -1.58398, -0.65657)
O (-2.92285, -1.26401, -1.69100)
O (-2.38339, -1.03400, 0.71144)
C (-2.03485, -3.34606, -0.38657)
C (-2.85554, -4.04767, -1.24663)
C (-3.00655, -5.42907, -1.12207)
C (-2.34018, -6.11201, -0.13284)
C (-1.51442, -5.42184, 0.75280)
C (-1.35673, -4.05230, 0.64067)
S (-0.24742, -3.35544, 1.82897)
O (0.67168, -2.44427, 1.10439)
O (0.32206, -4.38526, 2.61730)
O (-1.02326, -2.31520, 2.65418)
H (-3.38325, -3.50843, -2.01979)
H (-3.65600, -5.95689, -1.80695)
H (-2.45001, -7.18305, -0.03593)
H (-0.98601, -5.95303, 1.53080)
S (2.47372, -0.26280, 0.29182)
C (1.64323, 0.29489, -1.01718)
N (1.82338, -0.06473, -2.27360)
C (1.12248, 0.62336, -3.35581)
C (1.07752, 2.08960, -3.02344)
N (0.37522, 2.23402, -1.73052)
C (-0.58314, 3.37041, -1.64385)
C (-1.62349, 3.26307, -2.72427)
C (-2.50103, 2.18013, -2.71383)
C (-3.45098, 2.04884, -3.71256)
C (-3.53301, 3.00228, -4.72145)
C (-2.66544, 4.08334, -4.73067)
C (-1.70564, 4.21171, -3.73461)
C (0.59085, 1.36836, -0.78686)
S (-0.31203, 1.44176, 0.67306)
C (2.78519, -1.10396, -2.68914)
C (3.99765, -0.48944, -3.34318)
C (4.84581, 0.35876, -2.63315)
C (5.95620, 0.90806, -3.25236)
C (6.23387, 0.61106, -4.58181)
C (5.39399, -0.22942, -5.29326)
C (4.27630, -0.77560, -4.67393)
H (0.11631, 0.21236, -3.47819)
H (1.68596, 0.46578, -4.27356)
H (0.50737, 2.64363, -3.76393)
H (2.07791, 2.51977, -2.93796)
H (0.00378, 4.28720, -1.71871)
H (-1.04465, 3.33555, -0.66146)
H (-2.44503, 1.43652, -1.92410)
H (-4.13194, 1.20855, -3.70237)
H (-4.27821, 2.90198, -5.49867)
H (-2.73349, 4.82725, -5.51254)
H (-1.02975, 5.05925, -3.74154)
H (2.26088, -1.73783, -3.40571)
H (3.02784, -1.70091, -1.81303)
H (4.64426, 0.57925, -1.59176)
H (6.61573, 1.56089, -2.69633)
H (7.11027, 1.02973, -5.05756)
H (5.60568, -0.46374, -6.32752)
H (3.62259, -1.43718, -5.23120)

***

What did the third record say?
Below is a cluster of 2 separate species, C3H5ClS2 in total at a distorted geometry, with properties calculated with ωB97M-V/def2-TZVPD.

The value obtained for the total energy is -37380.427 eV. The HOMO energy (alpha / beta) comes out at -8.39 / -8.39 eV. The net charge is 0. The value obtained for the frontier orbital gap (alpha / beta) is 0.18717 / 0.18782 hartree. The spin multiplicity is 1.

CARTESIAN COORDINATES (ANGSTROEM)
C (-0.83392, 0.71896, 0.35878)
C (-1.64138, -0.53069, 0.20289)
C (-0.14005, -0.63989, -0.05595)
S (0.59611, -0.93428, -1.58537)
S (2.71854, 1.53879, -0.79248)
Cl (4.00907, 0.08296, -0.39199)
H (-0.64506, 1.47971, -0.44200)
H (-0.53897, 1.04262, 1.35210)
H (-1.77783, -0.83889, 1.23580)
H (-2.32534, -0.82082, -0.63428)
H (0.57883, -1.09847, 0.75250)